One molecule with the formula C20H20N6 in a non-equilibrium geometry. Source: the Open Molecules 2025 dataset; level of theory: ωB97M-V/def2-TZVPD.

Computed properties:
* SMILES: Cc1c(C)n([C@H](C)c2ccccc2)c2nc(-c3cnccn3)nc(N)c12
* HOMO-LUMO gap: 7.70 eV
* E_HOMO: -0.2777 Eh

Last column: Mulliken charge in e.
Positions of all 46 atoms, in Å:
N -1.850 -3.170 -2.157  -0.6455
N -0.127 -4.099 -0.166  -0.5692
N 1.252 -2.140 1.349  -0.6147
N -0.240 -0.427 0.622  -0.4859
C 1.988 1.076 3.062  0.5122
C 1.267 2.222 2.559  0.5918
C 0.161 -1.726 0.642  -0.2581
C -1.507 -4.465 -2.101  -0.1615
C -0.641 -4.965 -1.170  -0.2948
C -1.243 -2.394 -1.274  0.1018
C -0.359 -2.760 -0.273  0.6278
C 1.761 -1.310 2.171  0.2052
C 0.460 0.413 1.417  0.0351
C 1.173 2.426 -3.152  -0.3828
C -0.226 2.374 -2.921  -0.7295
C 1.975 2.592 -2.062  -0.8491
C -0.829 2.356 -1.698  -0.4867
C 1.370 2.637 -0.861  0.0059
C 1.453 0.008 2.251  1.2516
C 0.041 2.540 -0.620  0.2449
N 2.826 -1.749 2.768  -0.3823
N 0.318 1.752 1.661  0.3292
C 2.897 1.008 4.209  -1.7834
C 1.464 3.648 2.984  -1.9732
C -2.004 2.787 1.083  -1.5727
C -0.411 2.707 0.768  -0.0579
H -2.161 -5.137 -2.723  0.3408
H -0.642 -6.008 -1.119  0.3865
H -1.311 -1.309 -1.439  0.4584
H 1.544 2.383 -4.191  0.3705
H -0.787 2.071 -3.793  0.3158
H 3.039 2.603 -2.240  0.4018
H -1.859 2.191 -1.589  0.5685
H 2.062 2.914 -0.071  0.2478
H 3.567 -1.055 2.793  0.1507
H 2.963 -2.739 2.564  0.2906
H 2.515 0.444 4.974  0.3327
H 3.818 0.470 3.896  0.2940
H 3.172 1.987 4.623  0.3661
H 0.595 3.911 3.490  0.4195
H 1.444 4.305 2.163  0.3855
H 2.347 3.731 3.572  0.4377
H -2.306 3.602 0.415  0.4746
H -2.406 1.734 0.949  0.3153
H -2.158 3.207 2.072  0.3607
H -0.064 3.698 0.908  0.4245

One molecule with the formula C20H20N6O2 in a non-equilibrium geometry. Source: the Open Molecules 2025 dataset; level of theory: ωB97M-V/def2-TZVPD.

Computed properties:
* SMILES: O=C1Cc2cc(N3CCCCC3)c(NC(=O)c3cnn4cccnc34)cc2N1
* HOMO-LUMO gap: 6.79 eV
* E_HOMO: -0.2713 Eh

Last column: Mulliken charge in e.
Positions of all 48 atoms, in Å:
O 0.981 2.326 -2.022  -0.6521
O -6.023 2.645 -2.776  -0.7028
N 2.392 -1.451 -1.065  -0.2100
N 4.881 0.820 -2.155  -1.2404
C 1.297 1.272 -1.530  0.5356
C -5.084 2.111 -2.115  0.2951
C 2.950 -2.645 -1.233  -0.1606
C 3.918 1.680 -2.089  -0.4026
C 4.263 -2.692 -1.848  -0.6693
C 2.697 0.973 -1.633  -0.3795
C 5.017 -1.546 -2.060  -0.0753
C 3.094 -0.355 -1.492  0.3704
C -1.667 1.313 -1.830  -0.2365
C -3.065 0.637 0.633  -1.0957
C -1.018 0.673 -0.787  0.6181
C -3.065 1.521 -1.679  -0.4862
C -1.653 0.333 0.420  -0.3853
C -3.695 1.255 -0.482  0.7838
N 4.448 -0.379 -1.757  0.7693
N 0.325 0.450 -0.881  -0.0025
N -3.841 2.051 -2.630  -0.0526
N -0.955 -0.213 1.521  0.4330
C -5.143 1.579 -0.695  -0.5090
C -0.625 0.676 2.676  -0.5991
C -0.474 -1.617 1.590  -0.8891
C -0.332 -0.122 4.008  -0.9598
C 0.890 -1.669 2.374  -0.6264
C 0.675 -1.318 3.884  -0.6152
H 2.290 -3.468 -1.279  0.4733
H 3.888 2.616 -2.544  0.5499
H 4.547 -3.733 -2.143  0.3000
H 6.009 -1.563 -2.483  0.4312
H -1.047 1.518 -2.725  0.3250
H -3.564 0.329 1.565  0.4624
H 0.719 -0.249 -0.267  0.0029
H -3.537 2.120 -3.591  0.2351
H -5.473 2.215 0.043  0.3472
H -5.889 0.725 -0.631  0.2489
H 0.261 1.122 2.428  0.2678
H -1.442 1.442 2.830  0.4646
H -1.200 -2.254 1.995  0.4678
H -0.226 -2.063 0.589  0.4101
H -1.289 -0.638 4.343  0.2301
H -0.152 0.548 4.781  0.5337
H 1.728 -1.094 1.919  0.1950
H 1.211 -2.680 2.314  0.5568
H 0.319 -2.219 4.386  0.3427
H 1.659 -0.982 4.122  0.2998

A 2-piece molecular cluster, C20H20NO overall in a non-equilibrium geometry. Source: the Open Molecules 2025 dataset; level of theory: ωB97M-V/def2-TZVPD.

Computed properties:
* charge: +1
* HOMO-LUMO gap: 5.86 eV
* E_HOMO: -0.4347 Eh

Last column: Mulliken charge in e.
Positions of all 42 atoms, in Å:
C 5.953 -1.131 0.590  -0.3700
C 5.178 -1.798 -0.337  -0.6491
C 4.388 -1.092 -1.212  -0.2019
C 4.350 0.303 -1.172  0.3130
O 3.481 1.037 -2.028  -0.4307
C 2.102 1.071 -1.700  0.1391
C 1.598 2.090 -0.875  -0.5104
C 0.295 2.086 -0.474  -0.8209
C -0.602 1.062 -0.868  0.9126
C -1.924 1.135 -0.382  -0.2868
C -3.033 0.244 -0.457  0.9855
C -4.282 0.732 -0.022  -0.4715
C -5.407 -0.053 -0.047  -0.8139
C -5.330 -1.355 -0.501  -0.2876
C -4.116 -1.875 -0.913  -0.9953
C -2.982 -1.099 -0.886  -0.0165
C -0.097 0.070 -1.746  -0.3930
C 1.211 0.077 -2.145  -0.5895
C 5.152 0.962 -0.237  -0.1948
C 5.936 0.249 0.639  -0.5448
H 6.559 -1.687 1.285  0.3982
H 5.184 -2.874 -0.366  0.3771
H 3.776 -1.603 -1.933  0.3269
H 2.269 2.864 -0.545  0.4530
H -0.071 2.868 0.168  0.4249
H -2.147 2.051 0.142  0.3019
H -4.344 1.745 0.334  0.4148
H -6.348 0.349 0.291  0.4232
H -6.216 -1.966 -0.527  0.4359
H -4.061 -2.898 -1.248  0.4308
H -2.043 -1.546 -1.146  0.3371
H -0.758 -0.670 -2.151  0.4834
H 1.586 -0.685 -2.806  0.5572
H 5.119 2.035 -0.196  0.4388
H 6.529 0.766 1.375  0.3790
C -2.919 -0.176 3.423  -0.6735
N -1.611 -0.547 2.932  -0.5369
H -2.901 -0.038 4.506  0.3478
H -3.282 0.750 2.970  0.2117
H -3.643 -0.964 3.206  0.2653
H -1.630 -0.660 1.926  0.1683
H -0.921 0.169 3.134  0.2615

C20H21AsF12O3PdS2 as an isolated structure in a non-equilibrium geometry. Source: the Open Molecules 2025 dataset; level of theory: ωB97M-V/def2-TZVPD.

Computed properties:
* charge: -1
* 2S+1: 2
* HOMO-LUMO gap (spin up / spin down): 7.15 / 6.85 eV
* E_HOMO (spin up / spin down): -0.1803 / -0.1690 Eh
* expectation value of S²: 0.7524

Last column: Mulliken charge in e.
Positions of all 60 atoms, in Å:
Pd 0.504 2.082 -0.053  0.9858
O 0.614 1.341 2.149  -0.4829
S -0.319 0.468 3.046  -0.1186
C -0.163 -1.317 2.606  0.2198
C 1.252 -1.797 2.537  -1.8028
C 1.933 -1.460 1.193  0.7083
C 1.367 -2.239 0.020  -1.3067
S 0.300 -1.184 -1.081  0.2788
O -0.445 -0.173 -0.177  -0.4360
C -0.980 -2.450 -1.289  0.3467
C -2.240 -2.222 -0.725  -0.1890
C -3.252 -3.192 -0.859  -0.6735
C -3.001 -4.377 -1.545  -0.4241
C -1.731 -4.604 -2.091  -0.6317
C -0.717 -3.644 -1.976  -0.3411
C -1.969 0.624 2.401  0.5479
C -2.982 -0.095 3.042  -0.4830
C -4.300 0.000 2.566  -0.6035
C -4.583 0.803 1.458  -0.6115
C -3.555 1.521 0.822  -0.4570
C -2.252 1.422 1.298  0.5297
H -0.682 -1.417 1.652  -0.2512
H -0.750 -1.849 3.357  0.6089
H 1.290 -2.885 2.723  0.4526
H 1.844 -1.391 3.372  0.4067
H 3.003 -1.719 1.257  0.4859
H 1.896 -0.394 0.983  -0.4605
H 0.796 -3.112 0.345  0.6375
H 2.155 -2.573 -0.660  0.6550
H -2.460 -1.276 -0.230  0.0828
H -4.215 -2.968 -0.413  0.4288
H -3.782 -5.128 -1.651  0.3652
H -1.504 -5.542 -2.601  0.3508
H 0.273 -3.839 -2.401  0.4080
H -2.745 -0.729 3.893  0.3533
H -5.097 -0.552 3.057  0.3824
H -5.604 0.867 1.089  0.3853
H -3.749 2.158 -0.038  0.4772
H -1.442 2.009 0.827  -0.0350
F 0.288 3.105 -2.123  -0.5626
As -0.579 4.529 -1.382  2.0267
F 0.884 5.477 -1.556  -0.5283
F -1.113 4.928 -2.999  -0.4922
F -1.508 5.886 -0.795  -0.4871
F -1.933 3.404 -1.095  -0.4606
F -0.082 4.245 0.371  -0.6502
C 3.172 2.515 -2.099  -1.7669
C 3.260 1.221 -1.275  0.8083
O 1.947 0.619 -1.038  -0.0848
C 4.123 0.168 -2.023  0.4192
F 5.458 0.562 -2.069  -0.2961
F 4.112 -1.061 -1.427  -0.2067
F 3.719 0.006 -3.310  -0.2798
C 3.888 1.559 0.107  0.4380
F 4.997 2.338 -0.014  -0.3063
F 2.983 2.297 0.860  -0.2165
F 4.223 0.473 0.857  -0.2560
H 2.565 2.379 -2.998  0.3344
H 4.171 2.870 -2.396  0.4443
H 2.716 3.312 -1.501  0.3342

C20H21BF6N15NaO6S2 as an isolated structure in a non-equilibrium geometry. Source: the Open Molecules 2025 dataset; level of theory: ωB97M-V/def2-TZVPD.

Computed properties:
* charge: -2
* HOMO-LUMO gap: 7.11 eV
* E_HOMO: -0.1129 Eh

Last column: Mulliken charge in e.
Positions of all 72 atoms, in Å:
Na 0.031 -0.944 0.349  0.8631
C 1.192 3.067 3.719  -1.1489
C 0.603 1.810 3.479  -0.2746
N 1.263 1.129 2.548  -0.2715
N 2.300 1.921 2.185  0.3196
C 2.272 3.085 2.863  -0.2646
B 3.374 1.575 1.102  0.2201
N 3.055 2.333 -0.218  -0.0225
C 3.870 3.187 -0.874  -0.2737
C 3.212 3.619 -2.006  -1.2042
C 1.971 2.950 -1.946  -0.0420
N 1.886 2.178 -0.871  0.0417
N 3.516 0.053 0.916  -0.1472
C 4.633 -0.665 1.171  -0.2174
C 4.381 -1.983 0.860  -1.3426
C 3.048 -1.974 0.400  -0.1600
N 2.543 -0.749 0.434  0.3428
H 0.879 3.836 4.407  0.3881
H -0.273 1.377 3.937  0.5064
H 3.030 3.835 2.694  0.4364
H 4.450 1.995 1.487  -0.2320
H 4.847 3.428 -0.483  0.4258
H 3.570 4.307 -2.755  0.3829
H 1.140 2.995 -2.638  0.3021
H 5.517 -0.182 1.560  0.3979
H 5.052 -2.822 0.956  0.3886
H 2.427 -2.793 0.052  0.4394
F -4.973 0.174 1.094  -0.2248
C -4.336 -0.692 1.890  0.4756
F -4.913 -0.651 3.097  -0.2375
F -4.488 -1.907 1.387  -0.1999
S -2.570 -0.205 2.025  1.0583
O -2.010 -0.582 0.733  -0.5942
O -2.692 1.176 2.382  -0.6637
N -1.973 -1.078 3.188  -0.6557
S -1.236 -2.420 2.662  1.4874
O 0.035 -2.167 2.027  -0.5838
O -2.143 -3.371 2.086  -0.6944
C -0.776 -3.106 4.289  0.3375
F -0.045 -4.195 4.081  -0.1988
F -1.868 -3.449 4.975  -0.2313
F -0.069 -2.242 5.011  -0.2124
N -2.720 -2.481 -1.676  -0.7667
N -1.926 -3.662 -1.568  -0.2303
C -0.615 -3.581 -1.032  0.4782
O -0.134 -4.629 -0.585  -0.8235
O -0.046 -2.434 -1.131  -0.3650
H -2.828 -2.094 -0.741  0.2277
H -2.133 -1.799 -2.147  0.3583
H -2.440 -4.410 -1.132  0.2975
N 0.102 -1.715 -3.665  -0.1382
C -0.479 -0.560 -3.983  0.4456
N -0.693 -0.266 -5.281  -0.8110
C -1.261 0.915 -5.471  0.3366
N -1.486 1.289 -6.781  -0.4534
N -1.620 1.799 -4.537  -0.6715
C -1.363 1.382 -3.289  -0.0039
N -0.820 0.236 -2.949  0.0192
C -1.707 2.335 -2.175  0.3413
C -2.504 3.445 -2.418  -0.4778
C -2.763 4.308 -1.366  -0.5229
C -2.204 4.042 -0.129  -0.7847
C -1.415 2.906 0.013  -0.2463
N -1.183 2.058 -0.983  0.6047
H 0.259 -2.379 -4.401  0.2131
H 0.137 -1.997 -2.672  0.1968
H -1.531 0.521 -7.429  0.2661
H -2.182 2.007 -6.887  0.2634
H -2.894 3.612 -3.412  0.5040
H -3.388 5.181 -1.515  0.3710
H -2.369 4.692 0.721  0.4349
H -0.949 2.671 0.965  0.2204